Entry 1:
{
  "formula": "C4H9NO",
  "method": "the ωB97M-V functional and the def2-TZVPD basis",
  "symbols": ["O", "N", "C", "C", "C", "C", "H", "H", "H", "H", "H", "H", "H", "H", "H"],
  "xyz": [[-0.6078, 0.8431, 0.2613], [1.3982, -0.1927, -0.1544], [0.7313, 0.7981, 0.2529], [-1.2654, -0.3118, -0.2716], [2.8399, -0.1067, -0.0642], [-2.7304, -0.2362, 0.1002], [3.2860, -0.5815, -0.9425], [3.1908, -0.6590, 0.8153], [-1.1166, -0.3245, -1.3579], [1.1445, 1.7351, 0.6472], [-3.1924, 0.6780, -0.2839], [-2.8532, -0.2574, 1.1872], [-3.2580, -1.0972, -0.3240], [-0.7905, -1.2104, 0.1320], [3.2236, 0.9230, 0.0022]],
  "atomic_forces_ev_per_a": [[0.029, 0.020, 0.028], [-0.257, 0.362, 0.166], [0.233, -0.162, -0.110], [-0.126, -0.223, -0.077], [0.261, -0.007, 0.007], [-0.013, 0.016, -0.003], [-0.048, 0.090, 0.105], [-0.039, 0.043, -0.135], [-0.018, -0.010, 0.139], [0.005, -0.150, -0.066], [0.068, -0.116, 0.038], [0.008, 0.011, -0.145], [0.065, 0.137, 0.066], [-0.072, 0.101, -0.037], [-0.095, -0.113, 0.024]],
  "mol_weight_g_mol": 87.12,
  "relative_energy_kj_mol": 133.9,
  "charge": 0,
  "orbital_gap_ev": 10.79,
  "smiles": "CCO/C=N/C",
  "total_energy_ha": -287.78145
}



Entry 2:
{
  "formula": "C31H39Cl3CrN7O3PS2Si",
  "method": "the ωB97M-V functional and the def2-TZVPD basis",
  "symbols": ["Cr", "Cl", "Cl", "Cl", "S", "S", "P", "Si", "O", "O", "O", "N", "N", "N", "N", "N", "N", "N", "C", "C", "C", "C", "C", "C", "C", "C", "C", "C", "C", "C", "C", "C", "C", "C", "C", "C", "C", "C", "C", "C", "C", "C", "C", "C", "C", "C", "C", "C", "C", "H", "H", "H", "H", "H", "H", "H", "H", "H", "H", "H", "H", "H", "H", "H", "H", "H", "H", "H", "H", "H", "H", "H", "H", "H", "H", "H", "H", "H", "H", "H", "H", "H", "H", "H", "H", "H", "H", "H"],
  "xyz": [[1.1659, -0.3174, -0.2765], [-1.2775, 3.2173, -3.2909], [1.4352, 2.2480, -3.1025], [-0.2392, 1.3104, -5.2179], [0.6078, -3.2641, -4.0940], [1.8800, -0.9751, -2.4968], [-2.7202, 0.1622, 0.4154], [3.8109, -2.0536, 0.6633], [-1.7995, 0.0907, -3.1822], [-0.5656, 0.5896, -1.4022], [1.6643, 1.7689, 0.1059], [-5.4942, -0.4337, 0.5609], [2.9272, -0.5364, 0.5534], [-4.8069, 1.0687, -1.2165], [-4.3113, -1.3119, -1.3683], [-0.0313, -2.7013, -1.6914], [0.3640, -0.5966, 1.6670], [0.1480, -2.0063, -0.5196], [-0.8811, 0.6796, -2.6152], [-0.2079, 1.7844, -3.5159], [-0.4270, -2.5171, 0.5646], [-0.9460, 5.0069, 0.2862], [3.0093, -3.4344, -0.2843], [-0.7611, -2.2697, 3.0147], [-0.5272, -1.5399, 4.1418], [4.8902, 1.7958, 2.7112], [5.5253, -1.8367, -0.0410], [4.2341, 2.9923, 2.4773], [3.8722, -2.6397, 2.4494], [-3.5284, 1.4796, -0.6162], [-1.2048, 3.8591, 1.0243], [0.7404, -2.2789, -2.6376], [-4.6413, -0.0142, -2.1215], [0.1949, 5.0750, -0.5006], [0.1922, -0.3287, 4.0411], [4.4833, 0.6282, 2.0841], [1.0691, 3.9994, -0.5634], [3.4034, 0.5959, 1.1858], [1.3836, -2.2575, -5.3721], [-0.2974, -1.7985, 1.7628], [-5.3781, -1.5509, -0.3117], [0.6159, 0.0772, 2.8022], [-2.9474, -1.2634, -0.7384], [0.7780, 2.8571, 0.1543], [-4.2806, -0.2264, 1.3787], [-0.3402, 2.7753, 0.9607], [2.7704, 1.8337, 0.9886], [-5.8163, 0.7642, -0.2147], [3.1544, 3.0043, 1.6009], [-1.2753, -3.2216, 3.0541], [-3.7050, 2.3413, 0.0313], [4.5430, 3.9063, 2.9643], [-2.8541, 1.8082, -1.4054], [-0.9274, -3.4774, 0.5076], [0.4195, 0.2726, 4.9085], [-2.2079, -1.2202, -1.5361], [2.9695, -2.3253, 2.9804], [-5.0876, -2.4493, 0.2334], [6.0663, -0.9929, 0.3871], [-5.9039, 1.6091, 0.4665], [-2.0757, 3.8079, 1.6662], [-4.1105, -1.1184, 1.9867], [4.7296, -2.2691, 3.0119], [-0.5312, 1.8765, 1.5268], [-5.5670, -0.2158, -2.6646], [0.6638, -1.5817, -5.8276], [-3.8089, 0.1599, -2.8024], [-0.8698, -1.8950, 5.1049], [1.7666, -2.9518, -6.1173], [5.4454, -1.6713, -1.1176], [1.9740, 4.0531, -1.1490], [-4.4832, 0.5924, 2.0717], [5.7266, 1.7596, 3.3973], [-6.3150, -1.7225, -0.8451], [3.9150, -3.7309, 2.4750], [3.6182, -4.3288, -0.1245], [2.2100, -1.6867, -4.9558], [-6.7759, 0.6095, -0.7136], [5.0043, -0.2880, 2.3088], [0.4112, 5.9679, -1.0719], [2.9750, -3.2334, -1.3543], [1.9975, -3.6559, 0.0531], [6.1245, -2.7361, 0.1203], [-1.6240, 5.8485, 0.3327], [2.6206, 3.9248, 1.4111], [-4.3219, -2.0770, -2.0428], [1.1893, 0.9898, 2.7016], [-2.8152, -2.1898, -0.1763]],
  "atomic_forces_ev_per_a": [[-0.142, 0.271, -0.452], [0.062, -0.047, 0.003], [0.003, -0.105, -0.042], [-0.002, 0.018, 0.022], [0.074, -0.019, -0.005], [-0.072, 0.023, 0.051], [-0.280, -0.009, 0.298], [-0.149, 0.155, 0.036], [0.063, -0.090, -0.039], [0.641, 0.333, 0.361], [-0.029, -0.202, 0.122], [0.002, 0.029, 0.024], [0.129, 0.001, -0.186], [-0.037, 0.059, 0.009], [-0.004, 0.019, 0.047], [0.172, 0.181, 0.154], [-0.056, 0.042, 0.058], [-0.188, -0.104, 0.073], [-0.312, -0.165, -0.242], [-0.034, 0.134, -0.078], [0.118, -0.070, 0.179], [0.017, -0.052, 0.022], [-0.111, -0.055, -0.109], [-0.024, -0.016, -0.037], [0.011, 0.065, 0.035], [-0.025, 0.030, -0.035], [0.133, 0.028, -0.021], [0.021, -0.038, -0.003], [0.049, 0.004, 0.117], [0.043, -0.016, -0.086], [0.020, 0.018, -0.053], [-0.027, -0.037, -0.085], [-0.029, 0.017, -0.103], [0.011, -0.009, 0.006], [-0.050, -0.032, 0.049], [0.024, 0.044, -0.007], [-0.035, 0.138, 0.037], [-0.020, -0.191, 0.077], [-0.016, 0.031, 0.016], [-0.013, -0.072, -0.049], [0.031, -0.018, -0.041], [-0.015, -0.016, -0.112], [0.152, -0.077, -0.083], [0.022, -0.054, 0.054], [-0.020, 0.005, -0.018], [-0.050, 0.037, -0.031], [-0.057, 0.027, -0.116], [0.071, -0.046, -0.013], [0.054, 0.074, 0.054], [-0.003, -0.011, 0.007], [-0.023, 0.014, -0.022], [0.007, 0.008, 0.013], [0.018, -0.016, 0.042], [0.025, -0.010, 0.015], [0.014, -0.014, 0.015], [-0.071, -0.018, 0.020], [-0.022, -0.018, 0.007], [-0.014, 0.002, 0.001], [0.013, 0.020, -0.006], [-0.027, 0.002, 0.005], [-0.022, -0.003, -0.011], [0.007, -0.016, 0.006], [0.011, 0.001, 0.029], [-0.038, -0.020, -0.039], [-0.014, 0.003, 0.038], [0.007, 0.026, 0.013], [-0.043, -0.021, 0.005], [-0.006, 0.001, 0.013], [-0.015, 0.002, -0.029], [0.012, -0.003, -0.019], [0.000, -0.008, -0.005], [-0.008, -0.001, 0.027], [0.009, 0.000, 0.005], [-0.003, 0.024, 0.008], [-0.014, -0.019, 0.007], [0.024, -0.011, 0.016], [0.014, -0.042, -0.020], [-0.002, -0.006, -0.001], [0.035, -0.037, 0.008], [-0.003, 0.012, 0.004], [0.004, -0.036, 0.004], [0.010, -0.038, 0.029], [0.004, -0.023, -0.016], [-0.006, 0.014, 0.006], [0.008, -0.032, 0.025], [0.030, 0.010, -0.006], [0.004, 0.005, -0.008], [-0.047, 0.021, -0.045]],
  "mol_weight_g_mol": 839.25,
  "relative_energy_kj_mol": 26.0,
  "charge": 0,
  "orbital_gap_ev": [5.40, 6.92],
  "s2": 6.053,
  "total_energy_ha": -5666.04322,
  "multiplicity": 5
}



Entry 3:
{
  "formula": "C10H21ClNO2P2SeW",
  "method": "the ωB97M-V functional and the def2-TZVPD basis",
  "symbols": ["W", "Se", "Cl", "P", "P", "O", "O", "N", "C", "C", "C", "C", "C", "C", "C", "C", "C", "C", "H", "H", "H", "H", "H", "H", "H", "H", "H", "H", "H", "H", "H", "H", "H", "H", "H", "H", "H", "H", "H"],
  "xyz": [[0.3231, 0.0903, 0.4798], [-1.2147, 0.0775, 5.1068], [-1.0870, -0.1194, -3.5851], [0.0202, -2.1451, -0.0463], [-0.2262, 2.1985, -0.2710], [1.5467, 0.2405, -3.9377], [3.3203, 0.1375, -0.4318], [-0.2884, 0.1682, 2.3206], [0.4817, 0.0155, -4.4817], [-0.2290, 2.5129, -2.0297], [2.1758, 0.1204, -0.1002], [-0.6650, 0.1512, 3.4728], [-1.8093, 2.6606, 0.4510], [1.2897, -3.1512, 0.7926], [-1.5249, -2.6970, 0.6996], [0.9916, 3.3508, 0.4292], [0.2349, -0.1916, -5.9335], [0.0857, -2.6485, -1.7660], [0.9972, -2.2430, -2.2251], [0.8110, 4.3430, -0.0012], [-2.3718, -2.3224, 0.1185], [0.8724, 3.3930, 1.5187], [1.1481, -4.1967, 0.4852], [0.0762, -3.7481, -1.8017], [1.1738, -3.0708, 1.8796], [-1.1482, 2.0752, -2.4322], [-0.4278, 0.5824, -6.3278], [-1.5267, -3.7942, 0.6865], [-0.7852, -2.2282, -2.2803], [1.2075, -0.1398, -6.4087], [-1.5923, -2.3375, 1.7328], [-1.9373, 3.7425, 0.3295], [2.0125, 3.0325, 0.1894], [0.6231, 2.0017, -2.4971], [-1.8291, 2.3985, 1.5155], [2.2972, -2.8209, 0.5126], [-2.6177, 2.1390, -0.0692], [-0.2108, -1.1739, -6.1120], [-0.1973, 3.5964, -2.2088]],
  "atomic_forces_ev_per_a": [[-0.754, 0.002, 3.390], [0.301, 0.098, -0.902], [-0.080, -0.074, 0.480], [-0.656, -3.281, -0.614], [-0.961, 3.092, -1.090], [-3.042, -0.544, -0.413], [-6.193, -0.102, 1.808], [0.393, -0.097, -0.779], [2.576, 0.383, -0.006], [-0.218, -0.252, -0.338], [8.540, 0.200, -2.360], [-0.112, -0.082, 0.835], [-0.255, -0.048, -0.035], [0.434, 0.671, 0.373], [-0.256, 0.025, -0.133], [0.433, -0.552, 0.618], [0.414, -0.048, -0.002], [-0.161, 0.245, -0.263], [-0.158, -0.249, -0.010], [-0.101, -0.164, 0.012], [-0.044, -0.112, 0.123], [0.112, 0.127, -0.190], [-0.091, 0.248, -0.006], [0.037, 0.296, -0.024], [0.079, -0.106, -0.167], [0.222, 0.341, -0.053], [-0.023, -0.097, 0.076], [-0.121, 0.155, 0.028], [0.240, -0.324, 0.010], [0.045, 0.033, -0.269], [-0.032, -0.190, -0.197], [-0.085, -0.120, 0.041], [-0.125, 0.223, 0.008], [-0.109, 0.303, 0.005], [-0.037, 0.196, -0.226], [-0.137, -0.221, 0.047], [-0.023, 0.118, 0.082], [-0.079, 0.148, 0.063], [0.027, -0.244, 0.078]],
  "mol_weight_g_mol": 547.48,
  "relative_energy_kj_mol": 0.0,
  "charge": 3,
  "orbital_gap_ev": [6.42, 5.11],
  "s2": 2.198,
  "total_energy_ha": -4209.12397,
  "multiplicity": 3
}



Entry 4:
{
  "formula": "C5H10N2",
  "method": "the ωB97M-V functional and the def2-TZVPD basis",
  "symbols": ["N", "N", "C", "C", "C", "C", "C", "H", "H", "H", "H", "H", "H", "H", "H", "H", "H"],
  "xyz": [[-0.5115, 1.5416, -0.1207], [0.4986, 0.8852, 0.6348], [-1.5897, -0.4863, 1.0376], [-0.8257, 0.1614, -0.0819], [-0.8301, -0.5609, -1.3969], [1.6937, 0.6585, -0.0163], [2.6051, -0.2160, 0.4166], [-1.8486, -0.7636, -1.7179], [-1.1438, -1.4498, 1.2989], [-0.3117, 0.0092, -2.1669], [-2.6204, -0.6702, 0.7222], [-1.0780, 2.1567, 0.4587], [-1.5817, 0.1406, 1.9274], [-0.3061, -1.5184, -1.3015], [3.5501, -0.3305, -0.0830], [1.8703, 1.2688, -0.8979], [2.4295, -0.8263, 1.2867]],
  "atomic_forces_ev_per_a": [[-0.560, 1.173, -0.981], [-2.215, -2.129, 0.093], [-0.374, 0.227, -0.134], [1.576, 0.680, 1.483], [1.147, -0.198, 0.143], [1.059, 0.055, -0.860], [-0.423, 0.298, -0.083], [-0.161, 0.068, 0.075], [0.005, 0.081, -0.105], [-0.117, 0.062, 0.065], [-0.065, -0.026, 0.098], [0.171, -0.291, 0.309], [-0.018, -0.001, -0.037], [-0.144, -0.019, -0.004], [0.097, 0.033, -0.187], [0.105, 0.025, -0.078], [-0.082, -0.039, 0.204]],
  "mol_weight_g_mol": 98.15,
  "relative_energy_kj_mol": 277.4,
  "charge": 0,
  "orbital_gap_ev": 9.58,
  "smiles": "C=CN1NC1(C)C",
  "total_energy_ha": -305.91819
}



Short version: strongest force on any atom = 0.47 0.81 8.86 3.07 eV/Å, in the order given.